# 1
Computed, not measured: the ion C4H8BrN2O2 with charge +1 in a non-equilibrium geometry, with ωB97M-V/def2-TZVPD.

```
17
C4H8BrN2O2 ωB97M-V/def2-TZVPD
C 0.0133 -0.6352 0.2997
C -0.7901 -0.7575 -1.0840
C -0.9507 -0.4981 1.4251
C -0.7012 0.3161 -2.0226
N 1.0926 0.3962 0.5951
N 1.5240 0.7182 1.8364
O 2.5651 1.3479 1.8881
O 2.0152 0.7185 -0.4425
Br -1.8238 -2.2307 -1.2402
H 0.4849 -1.5462 0.3177
H -0.4128 -0.5094 2.3470
H -1.7493 -1.4058 1.4511
H -1.4910 0.5109 1.3454
H -1.1233 0.1680 -3.0255
H 0.1799 0.7895 -1.9484
H -1.2818 1.1192 -1.5644
H 2.4489 1.4985 -0.1781
```

Output
M (g mol⁻¹): 196.02
Total energy (hartree): -2990.71207
Highest occupied orbital energy (eV): -13.5
Energy relative to the best compared isomer or geometry (same formula, charge and spin) (kJ/mol): 215.8
LUMO energy (eV): -7.0
Total charge: +1

Mulliken population analysis, charges in e, atoms 1 to 2: atom 1 (C): 0.08, atom 2 (C): 0.34

***

# 2
Computed, not measured: a cluster of 8 separate species, C47H60BBr2IN10O4P in total in a non-equilibrium geometry, with ωB97M-V/def2-TZVPD.

```
126
C47H60BBr2IN10O4P ωB97M-V/def2-TZVPD
C 3.8304 1.8586 4.6774
C 2.5421 1.9778 3.8341
C 2.3573 0.7591 2.9073
I 2.1111 -0.9391 4.2506
C 1.3200 0.8368 1.7296
C 2.1018 0.2814 0.4928
Br 3.5732 1.5351 0.0634
C 2.7304 -1.1219 0.6660
C 4.2332 -1.2439 0.9057
Br 2.4429 -2.1354 -1.0091
C -0.0490 0.1546 2.0440
P -0.4550 -1.5431 1.5036
O -0.6644 -1.5048 0.0369
C -1.3320 0.8838 1.5376
C -1.4496 2.3110 2.1121
C -0.0485 2.8102 2.4620
B 0.0805 4.3565 2.8284
N 1.0552 5.3161 2.2796
O -0.7840 4.7703 3.7610
N 0.9551 2.3092 1.4721
C 0.6137 2.6272 0.0537
O -0.2378 3.7656 0.0480
N -0.6601 4.0373 -1.3361
O -1.7960 3.9117 -1.4287
H 4.1921 2.8638 4.8663
H 4.6021 1.2956 4.1652
H 3.5971 1.4368 5.6460
H 1.7238 2.0128 4.5434
H 2.6202 2.9186 3.2903
H 3.3446 0.5604 2.5270
H 1.4983 0.2386 -0.4001
H 2.2602 -1.7333 1.4164
H 4.6058 -0.6308 1.7214
H 4.3994 -2.2748 1.2073
H 4.8065 -1.1194 -0.0011
H -0.2043 0.1903 3.1206
H -1.6726 -1.8019 2.1467
H 0.4196 -2.5396 1.9593
H -1.4342 0.8537 0.4606
H -2.1546 0.3072 1.9498
H -2.0630 2.3040 3.0043
H -1.9300 2.9573 1.3937
H 0.1347 2.3561 3.4282
H 0.9381 5.4905 1.2871
H 2.0231 5.0489 2.4340
H -0.5414 5.6714 4.0388
H 1.8037 2.8589 1.6347
H 1.4979 2.8854 -0.5075
H 0.1021 1.8074 -0.4312
N 2.6436 -4.5765 -4.5600
C 2.4042 -5.0620 -5.7758
C 2.2372 -4.2670 -6.8996
C 2.3199 -2.8922 -6.7523
C 2.5680 -2.3705 -5.4925
C 2.7242 -3.2541 -4.4373
H 2.3458 -6.1435 -5.8454
H 2.0475 -4.7163 -7.8643
H 2.1948 -2.2381 -7.6053
H 2.6419 -1.3037 -5.3313
H 2.9241 -2.8964 -3.4324
N -2.4273 -4.3289 1.1999
C -2.2486 -4.2385 -0.1229
C -2.6949 -5.1971 -1.0215
C -3.3533 -6.3118 -0.5334
C -3.5414 -6.4254 0.8347
C -3.0637 -5.4140 1.6484
H -1.7249 -3.3563 -0.4684
H -2.5249 -5.0680 -2.0814
H -3.7135 -7.0801 -1.2052
H -4.0483 -7.2790 1.2625
H -3.1957 -5.4670 2.7250
N -0.1758 9.0207 -1.9640
C -0.0347 9.3134 -3.2556
C -0.5921 8.5673 -4.2858
C -1.3376 7.4495 -3.9522
C -1.4946 7.1293 -2.6124
C -0.8983 7.9455 -1.6643
H 0.5574 10.1957 -3.4715
H -0.4524 8.8548 -5.3187
H -1.7904 6.8397 -4.7240
H -2.0736 6.2697 -2.3088
H -1.0033 7.7330 -0.6039
N -4.0927 -0.9230 2.4876
C -4.3322 -2.1732 2.8915
C -5.3446 -2.5041 3.7803
C -6.1536 -1.4932 4.2721
C -5.9206 -0.1920 3.8569
C -4.8832 0.0369 2.9684
H -3.6748 -2.9368 2.4799
H -5.4963 -3.5334 4.0751
H -6.9546 -1.7146 4.9653
H -6.5289 0.6276 4.2132
H -4.6708 1.0419 2.6160
N 4.1557 -8.4139 -3.3498
C 3.8520 -9.5980 -2.8219
C 2.7475 -9.8206 -2.0135
C 1.9108 -8.7522 -1.7347
C 2.2121 -7.5125 -2.2745
C 3.3404 -7.3948 -3.0729
H 4.5329 -10.4072 -3.0629
H 2.5503 -10.8061 -1.6144
H 1.0381 -8.8845 -1.1071
H 1.5876 -6.6493 -2.0851
H 3.6029 -6.4437 -3.5122
N -1.6056 8.8407 -7.4676
C -1.7385 7.6089 -7.9562
C -2.5701 7.2863 -9.0164
C -3.3102 8.3000 -9.6028
C -3.1857 9.5871 -9.1071
C -2.3227 9.8033 -8.0442
H -1.1420 6.8440 -7.4687
H -2.6347 6.2676 -9.3727
H -3.9720 8.0904 -10.4328
H -3.7441 10.4081 -9.5344
H -2.1939 10.7966 -7.6290
N 2.7274 -4.0748 7.7986
C 1.8927 -3.3639 7.0497
C 0.5213 -3.3217 7.2407
C -0.0176 -4.0694 8.2758
C 0.8359 -4.8186 9.0675
C 2.1950 -4.7861 8.7890
H 2.3619 -2.7958 6.2495
H -0.1076 -2.7202 6.5971
H -1.0836 -4.0674 8.4617
H 0.4594 -5.4168 9.8852
H 2.8971 -5.3562 9.3864
```

Output
M (g mol⁻¹): 1157.56
Total energy (hartree): -8487.07938
Highest occupied orbital energy (eV): -10.6
LUMO energy (eV): -3.6
Total charge: +1

Mulliken population analysis, charges in e, atoms 1 to 2: atom 1 (C): -1.46, atom 2 (C): 0.12

***

# 3
Computed, not measured: an isolated molecule of C3H6N2O, with ωB97M-V/def2-TZVPD.

```
12
C3H6N2O ωB97M-V/def2-TZVPD
N 2.0481 0.2555 -0.5203
C 0.9712 -0.2449 0.1276
O 1.0325 -0.9398 1.1245
N -0.2426 0.1693 -0.5167
C -1.4004 -0.6564 -0.1705
C -1.2418 0.6722 0.4384
H 1.9286 0.7954 -1.3607
H 2.9703 0.0472 -0.1744
H -2.0997 -0.8048 -0.9880
H -1.2074 -1.5119 0.4710
H -1.8175 1.5228 0.0858
H -0.9413 0.6953 1.4833
```

Output
M (g mol⁻¹): 86.09
Total energy (hartree): -302.65024
Highest occupied orbital energy (eV): -9.7
Energy relative to the best compared isomer or geometry (same formula, charge and spin) (kJ/mol): 112.5
LUMO energy (eV): 1.1
Total charge: 0

Mulliken population analysis, charges in e, atoms 1 to 2: atom 1 (N): -0.36, atom 2 (C): 0.62

***

# 4
Computed, not measured: an isolated molecule of C12H22O in a non-equilibrium geometry, with ωB97M-V/def2-TZVPD.

```
35
C12H22O ωB97M-V/def2-TZVPD
C -1.8265 -1.2804 1.4947
C -1.3222 -1.0686 0.0338
C -2.4746 -0.1923 -0.7130
C -2.2952 1.1925 -0.1453
C -0.8518 1.5986 -0.6405
C 0.3881 0.9277 0.0446
C 0.3476 1.0935 1.5211
C 1.7336 1.3022 -0.3879
C 2.8085 0.3201 0.3764
C 2.5212 -0.9723 -0.1447
C 1.0759 -1.4886 0.1663
C -0.0019 -0.5339 -0.2492
O 0.1142 -0.7021 -1.7102
H -2.3534 -0.2566 2.0442
H -2.7144 -1.8293 1.5150
H -0.9560 -1.5706 2.3120
H -1.1590 -2.1587 -0.2045
H -3.3195 -0.8320 -0.5767
H -2.3125 -0.1621 -1.8331
H -3.0476 2.1295 -0.4114
H -2.3292 1.1719 0.9652
H -0.7419 1.2993 -1.6699
H -0.8694 2.5990 -0.3861
H -0.6878 0.7621 1.9302
H 0.2833 2.1366 1.8962
H 1.1051 0.6211 2.1357
H 1.8501 2.3624 0.1903
H 1.9289 1.0741 -1.5009
H 3.8353 0.7506 0.0033
H 2.8479 0.4139 1.4674
H 3.2453 -1.7555 0.1576
H 2.5560 -0.8487 -1.3210
H 0.7243 -2.3450 -0.5193
H 1.0018 -1.8068 1.2625
H -0.4175 -1.5303 -1.9131
```

Output
M (g mol⁻¹): 182.31
Total energy (hartree): -545.52199
Highest occupied orbital energy (eV): -9.3
Energy relative to the best compared isomer or geometry (same formula, charge and spin) (kJ/mol): 347.4
LUMO energy (eV): 0.9
Total charge: 0

Mulliken population analysis, charges in e, atoms 1 to 2: atom 1 (C): -1.41, atom 2 (C): 0.01

***

# 5
Computed, not measured: a structure of composition F5Zn3 in a non-equilibrium geometry, with ωB97M-V/def2-TZVPD.

```
8
F5Zn3 ωB97M-V/def2-TZVPD
Zn -1.8873 1.1926 -0.4619
Zn 1.6176 0.4738 0.7236
Zn 0.4267 -1.5613 -1.3754
F -1.5567 2.5518 0.8503
F -1.4687 -1.3939 -2.2508
F 1.0878 0.1304 2.5795
F 2.0785 -1.3955 -0.0093
F -0.2979 0.0021 -0.0559
```

Output
M (g mol⁻¹): 291.16
Total energy (hartree): -5837.28412
Highest occupied orbital energy (spin up / spin down) (eV): -7.3 / -11.7
LUMO energy (spin up / spin down) (eV): -3.1 / -3.0
Multiplicity: 2
Total charge: 0

Mulliken population analysis, charges in e, atoms 1 to 2: atom 1 (Zn): 0.62, atom 2 (Zn): 0.98